No. 1
This record from the OMol25 dataset describes 2 unconnected molecules or ions with the total composition C5H7N. The level of theory is ωB97M-V/def2-TZVPD.

Properties
E_tot in a.u.: -249.3524
Charge: 0
SMILES string: C=CC#N.C=C
Strongest force on any atom in eV/Å: 5.45
ΔE to the lowest compared entry with this formula, charge and spin in eV: 3.288

Last column: natural (NBO) charge in e.
Positions of all 13 atoms, in Å:
C  -0.811  -0.330  0.638  0.260
C  -1.636  -1.171  -1.557  -0.330
C  -0.790  -1.223  -0.538  -0.285
C  1.235  1.077  -0.044  -0.440
C  1.516  1.247  1.222  -0.338
N  -1.032  0.199  1.598  -0.326
H  -1.510  -1.850  -2.404  0.221
H  -2.548  -0.648  -1.272  0.221
H  -0.042  -1.935  -0.391  0.224
H  1.962  0.534  -0.542  0.203
H  0.294  1.464  -0.382  0.210
H  2.463  1.024  1.647  0.177
H  0.900  1.612  2.027  0.202

No. 2
This record from the OMol25 dataset describes a single C5H7N molecule. The level of theory is ωB97M-V/def2-TZVPD.

Properties
E_tot in a.u.: -249.3480
Charge: 0
SMILES string: C1[C@H]2CN3[C@H]2[C@H]13
Strongest force on any atom in eV/Å: 0.75
ΔE to the lowest compared entry with this formula, charge and spin in eV: 3.408

Last column: natural (NBO) charge in e.
Positions of all 13 atoms, in Å:
C  1.082  -0.504  -0.219  -0.398
C  0.584  0.357  0.956  -0.131
C  -0.124  1.229  -0.012  -0.092
C  -0.184  -0.020  -0.942  -0.241
C  -1.242  -0.583  0.034  -0.223
N  -0.891  0.486  1.000  -0.359
H  1.248  -1.585  -0.150  0.191
H  1.979  -0.002  -0.597  0.211
H  1.049  0.555  1.910  0.219
H  0.077  2.285  -0.167  0.222
H  -0.322  -0.056  -2.024  0.218
H  -0.949  -1.581  0.398  0.179
H  -2.307  -0.581  -0.187  0.202

No. 3
This record from the OMol25 dataset describes a single C5H7N molecule. The level of theory is ωB97M-V/def2-TZVPD.

Properties
E_tot in a.u.: -249.3464
Charge: 0
SMILES string: C#CCN1CC1
Strongest force on any atom in eV/Å: 1.15
ΔE to the lowest compared entry with this formula, charge and spin in eV: 3.451

Last column: natural (NBO) charge in e.
Positions of all 13 atoms, in Å:
C  -1.351  -0.800  -2.212  -0.240
C  -0.709  -1.056  -1.240  0.006
C  -0.022  -1.093  0.019  -0.314
N  -0.331  0.082  0.809  -0.383
C  0.177  1.337  0.288  -0.266
C  0.793  0.701  1.470  -0.257
H  -1.935  -0.743  -3.081  0.231
H  -0.380  -1.964  0.552  0.230
H  1.040  -1.243  -0.203  0.195
H  -0.505  2.174  0.466  0.212
H  0.822  1.285  -0.621  0.199
H  0.622  1.081  2.467  0.204
H  1.759  0.258  1.262  0.183

No. 4
This record from the OMol25 dataset describes a molecular structure, C5H7N. The level of theory is ωB97M-V/def2-TZVPD.

Properties
E_tot in a.u.: -249.3963
Charge: 0
Strongest force on any atom in eV/Å: 0.44
ΔE to the lowest compared entry with this formula, charge and spin in eV: 2.094

Last column: natural (NBO) charge in e.
Positions of all 13 atoms, in Å:
C  1.915  -0.120  -0.182  -0.620
C  0.436  -0.045  0.094  -0.035
C  -0.409  1.080  0.112  -0.265
C  -1.717  0.611  -0.043  -0.261
C  -1.655  -0.781  -0.123  -0.072
N  -0.377  -1.239  -0.085  -0.476
H  2.327  -1.087  0.125  0.227
H  2.102  -0.005  -1.258  0.223
H  2.454  0.675  0.345  0.221
H  -0.091  2.113  0.211  0.225
H  -2.624  1.210  -0.060  0.223
H  -2.481  -1.487  -0.151  0.207
H  0.134  -0.917  1.017  0.403

No. 5
This record from the OMol25 dataset describes a single C5H7N molecule. The level of theory is ωB97M-V/def2-TZVPD.

Properties
E_tot in a.u.: -249.3928
Charge: 0
SMILES string: C1=C[C@H]2N[C@H]2C1
Strongest force on any atom in eV/Å: 1.60
ΔE to the lowest compared entry with this formula, charge and spin in eV: 2.188

Last column: natural (NBO) charge in e.
Positions of all 13 atoms, in Å:
C  0.488  -1.167  0.103  -0.468
C  1.167  -0.055  -0.689  -0.186
C  0.457  1.067  -0.675  -0.213
C  -0.651  1.000  0.314  -0.128
N  -1.769  0.114  0.013  -0.564
C  -0.648  -0.405  0.805  -0.077
H  1.197  -1.620  0.802  0.220
H  0.069  -2.015  -0.472  0.225
H  2.217  0.089  -0.843  0.217
H  0.831  1.950  -1.174  0.214
H  -0.785  1.872  0.952  0.208
H  -1.659  -0.160  -0.960  0.345
H  -0.913  -0.671  1.825  0.206

No. 6
This record from the OMol25 dataset describes a single C5H7N molecule. The level of theory is ωB97M-V/def2-TZVPD.

Properties
E_tot in a.u.: -249.3807
Charge: 0
SMILES string: C#CC/N=C/C
Strongest force on any atom in eV/Å: 0.53
ΔE to the lowest compared entry with this formula, charge and spin in eV: 2.517

Last column: natural (NBO) charge in e.
Positions of all 13 atoms, in Å:
C  0.838  1.750  1.278  -0.666
C  0.195  1.066  0.112  0.141
N  0.673  -0.006  -0.363  -0.395
C  -0.137  -0.701  -1.357  -0.316
C  -0.709  -1.880  -0.692  -0.016
C  -1.137  -2.797  -0.040  -0.230
H  1.675  1.146  1.633  0.234
H  1.188  2.757  1.026  0.224
H  0.101  1.851  2.083  0.224
H  -0.739  1.507  -0.275  0.141
H  0.500  -1.014  -2.191  0.228
H  -0.947  -0.075  -1.769  0.197
H  -1.503  -3.605  0.554  0.235

No. 7
This record from the OMol25 dataset describes a single C5H7N molecule. The level of theory is ωB97M-V/def2-TZVPD.

Properties
E_tot in a.u.: -249.3928
Charge: 0
SMILES string: C=CCCC#N
Strongest force on any atom in eV/Å: 3.97
ΔE to the lowest compared entry with this formula, charge and spin in eV: 2.190

Last column: natural (NBO) charge in e.
Positions of all 13 atoms, in Å:
C  1.847  -0.701  -0.299  -0.412
C  1.232  0.524  -0.399  -0.175
C  -0.110  0.856  0.147  -0.417
C  -0.994  -0.428  0.180  -0.521
C  -2.379  -0.212  -0.105  0.289
H  2.971  -0.822  -0.068  0.227
H  1.175  -1.560  0.059  0.182
H  1.919  1.366  -0.362  0.204
H  -0.594  1.482  -0.543  0.221
H  -0.063  1.400  1.029  0.229
H  -0.454  -1.068  -0.403  0.250
H  -1.076  -0.837  1.181  0.247
N  -3.473  0.000  -0.416  -0.324

No. 8
This record from the OMol25 dataset describes a gas-phase ion, C5H7N2 (charge +1). The level of theory is ωB97M-V/def2-TZVPD.

Properties
E_tot in a.u.: -303.7900
Charge: +1
Strongest force on any atom in eV/Å: 5.18
ΔE to the lowest compared entry with this formula, charge and spin in eV: 6.229

Last column: natural (NBO) charge in e.
Positions of all 14 atoms, in Å:
C  -0.884  -0.065  -0.584  0.612
C  -1.233  -2.056  0.966  0.329
C  -1.359  -0.490  0.683  -0.366
C  0.044  0.975  -2.663  -0.453
C  0.709  -0.920  2.215  -0.456
N  -0.403  0.363  -1.513  -0.191
N  -0.423  -1.262  1.508  -0.336
H  -2.271  -0.090  1.262  0.299
H  -0.856  1.655  -2.975  0.274
H  0.793  1.683  -2.510  0.259
H  0.302  0.148  -3.313  0.267
H  1.504  -0.472  1.520  0.233
H  1.208  -1.728  2.859  0.275
H  0.672  -0.188  2.957  0.253

No. 9
This record from the OMol25 dataset describes a gas-phase ion, C5H7N2 (charge +1). The level of theory is ωB97M-V/def2-TZVPD.

Properties
E_tot in a.u.: -303.7926
Charge: +1
Strongest force on any atom in eV/Å: 7.56
ΔE to the lowest compared entry with this formula, charge and spin in eV: 6.160

Last column: natural (NBO) charge in e.
Positions of all 14 atoms, in Å:
C  0.364  -0.864  -0.739  0.230
C  -0.076  2.000  0.153  0.418
C  2.522  -0.212  0.248  -0.168
C  -0.929  -0.208  -0.693  -0.175
C  -1.766  -0.827  0.337  -0.626
N  -0.638  1.169  -0.444  -0.170
N  1.390  -0.500  -0.217  -0.296
H  0.293  2.833  0.507  0.253
H  3.293  0.391  -0.302  0.241
H  2.737  -0.772  1.141  0.228
H  -1.243  -0.145  -1.806  0.283
H  -1.414  -0.371  1.339  0.235
H  -1.642  -1.955  0.283  0.283
H  -2.893  -0.537  0.194  0.263

No. 10
This record from the OMol25 dataset describes a gas-phase ion, C5H7N2 (charge +1). The level of theory is ωB97M-V/def2-TZVPD.

Properties
E_tot in a.u.: -303.7871
Charge: +1
SMILES string: C1#[N+]CCN2C[C@@H]12
Strongest force on any atom in eV/Å: 6.75
ΔE to the lowest compared entry with this formula, charge and spin in eV: 6.309

Last column: natural (NBO) charge in e.
Positions of all 14 atoms, in Å:
C  -0.047  -1.824  -0.273  0.568
C  -1.629  -0.294  0.221  -0.252
C  -0.453  0.724  -0.643  -0.233
C  1.596  -0.304  0.766  -0.205
C  1.223  -1.199  -0.475  -0.169
N  -1.096  -1.460  0.081  -0.224
N  0.876  0.114  -0.534  -0.292
H  -1.700  0.026  1.240  0.255
H  -2.621  -0.257  -0.252  0.269
H  -0.682  0.967  -1.724  0.261
H  -0.372  1.658  -0.013  0.257
H  1.078  -0.743  1.628  0.221
H  2.500  0.250  0.872  0.261
H  2.054  -1.665  -1.132  0.283

No. 11
This record from the OMol25 dataset describes a molecular structure, C5H7N2. The level of theory is ωB97M-V/def2-TZVPD.

Properties
E_tot in a.u.: -303.6852
Charge: +1
Strongest force on any atom in eV/Å: 3.09
ΔE to the lowest compared entry with this formula, charge and spin in eV: 9.081

Last column: natural (NBO) charge in e.
Positions of all 14 atoms, in Å:
C  -1.224  0.871  0.049  0.036
C  -0.034  -0.637  -0.228  0.328
C  -0.766  -2.783  -1.284  -0.063
C  0.240  0.706  0.267  0.032
C  1.441  1.546  -0.046  -0.664
N  -0.276  -1.571  -1.034  -0.257
N  -0.804  0.953  1.427  -0.608
H  -1.091  -3.500  -0.441  0.237
H  -0.809  -3.200  -2.282  0.239
H  1.614  2.254  0.845  0.255
H  1.273  2.113  -0.948  0.270
H  2.440  1.007  -0.125  0.277
H  -1.356  0.315  2.068  0.466
H  -0.647  1.926  1.732  0.451

No. 12
This record from the OMol25 dataset describes 2 unconnected molecules or ions with the total composition C5H7N2. The level of theory is ωB97M-V/def2-TZVPD.

Properties
E_tot in a.u.: -303.7230
Charge: +1
Strongest force on any atom in eV/Å: 3.82
ΔE to the lowest compared entry with this formula, charge and spin in eV: 8.055

Last column: natural (NBO) charge in e.
Positions of all 14 atoms, in Å:
C  -0.810  3.208  0.099  -0.159
C  0.218  2.578  0.135  -0.288
C  -0.465  -0.462  -0.193  0.001
C  0.807  -0.635  0.099  0.225
C  -1.484  -1.545  -0.144  -0.693
N  2.914  -1.684  0.029  -0.182
N  1.945  -1.002  0.143  0.073
H  -1.721  3.646  -0.126  0.244
H  3.847  -1.328  0.057  0.401
H  1.104  2.095  0.387  0.221
H  -0.925  0.650  -0.342  0.330
H  -2.513  -1.363  -0.561  0.282
H  -1.103  -2.517  -0.418  0.259
H  -1.814  -1.642  0.835  0.288

No. 13
This record from the OMol25 dataset describes a gas-phase ion, C5H7N2 (charge +1). The level of theory is ωB97M-V/def2-TZVPD.

Properties
Multiplicity: 3
E_tot in a.u.: -303.7670
Charge: +1
Expectation value of S²: 2.040
Strongest force on any atom in eV/Å: 2.93
ΔE to the lowest compared entry with this formula, charge and spin in eV: 2.516

Last column: natural (NBO) charge in e.
Positions of all 14 atoms, in Å:
C  -1.976  -0.538  0.024  0.040
C  0.716  -0.803  -0.035  -0.184
C  -3.007  0.219  -0.010  0.346
C  -0.741  -1.168  0.014  -0.327
C  1.170  0.462  0.224  -0.160
N  -4.004  0.882  -0.058  -0.499
N  2.624  0.665  -0.084  -0.708
H  -0.820  -2.167  0.294  0.252
H  1.518  -1.525  -0.251  0.206
H  0.443  1.282  0.511  0.254
H  -4.953  0.736  0.043  0.435
H  2.942  -0.325  -0.276  0.446
H  3.249  1.255  0.620  0.467
H  2.839  1.025  -1.015  0.434

No. 14
This record from the OMol25 dataset describes 2 unconnected molecules or ions with the total composition C5H7N2O3. The level of theory is ωB97M-V/def2-TZVPD.

Properties
Multiplicity: 3
E_tot in a.u.: -529.6687
Charge: -1
Expectation value of S²: 2.008
Strongest force on any atom in eV/Å: 5.28
ΔE to the lowest compared entry with this formula, charge and spin in eV: 4.659

Last column: natural (NBO) charge in e.
Positions of all 17 atoms, in Å:
C  -1.566  0.776  0.827  -0.130
C  1.860  -1.672  -0.320  0.579
C  -1.809  1.157  -0.514  -0.311
C  0.386  0.637  -0.194  0.054
C  1.808  -1.847  0.998  -0.822
N  -0.475  0.880  -1.237  -0.160
N  -0.234  0.796  0.990  -0.038
O  -0.758  -0.194  -2.117  -0.590
O  0.428  0.837  2.040  -0.685
O  1.901  -1.869  -1.516  -0.608
H  -2.128  1.300  1.707  0.169
H  -2.598  0.493  -0.868  0.211
H  -2.184  2.122  -0.712  0.187
H  1.410  0.910  -0.199  0.195
H  1.597  -0.952  1.612  0.292
H  -0.264  -0.891  -1.851  0.460
H  2.627  -2.483  1.355  0.199

No. 15
This record from the OMol25 dataset describes a gas-phase ion, C5H7N2S (charge -1). The level of theory is ωB97M-V/def2-TZVPD.

Properties
E_tot in a.u.: -702.4190
Charge: -1
SMILES string: Cc1cc(C)n([S-])n1
Strongest force on any atom in eV/Å: 3.83
ΔE to the lowest compared entry with this formula, charge and spin in eV: 0.105

Last column: natural (NBO) charge in e.
Positions of all 15 atoms, in Å:
C  -0.337  0.127  0.676  -0.402
C  0.314  1.204  0.168  0.106
C  -0.341  -0.811  -0.356  0.134
C  0.812  2.339  1.072  -0.628
C  -0.831  -2.198  -0.385  -0.658
N  0.827  0.959  -1.100  -0.316
N  0.297  -0.289  -1.412  -0.274
S  0.583  -1.056  -2.855  -0.415
H  -0.830  0.072  1.563  0.193
H  1.576  2.942  0.725  0.212
H  -0.042  2.987  1.329  0.190
H  1.028  1.771  1.969  0.206
H  -1.421  -2.504  0.445  0.195
H  -1.455  -2.441  -1.248  0.233
H  -0.177  -3.103  -0.592  0.224

No. 16
This record from the OMol25 dataset describes a single C5H7N3 molecule. The level of theory is ωB97M-V/def2-TZVPD.

Properties
E_tot in a.u.: -358.8457
Charge: 0
SMILES string: C1=C[C@H]2CN2NC=N1
Strongest force on any atom in eV/Å: 4.45
ΔE to the lowest compared entry with this formula, charge and spin in eV: 4.698

Last column: natural (NBO) charge in e.
Positions of all 15 atoms, in Å:
C  2.078  -0.277  0.316  -0.260
C  1.177  0.637  -0.366  -0.154
C  0.207  1.495  0.184  -0.255
C  -1.146  1.267  0.112  -0.023
C  -1.496  -1.010  0.018  0.268
H  1.768  -0.505  1.422  0.221
H  3.133  -0.316  -0.038  0.220
H  1.707  1.047  -1.144  0.219
H  0.524  2.488  0.424  0.217
H  -1.676  2.159  0.535  0.195
H  -2.180  -1.828  -0.127  0.177
H  -0.145  -2.255  0.230  0.372
N  -1.949  0.112  -0.237  -0.474
N  -0.167  -1.279  0.340  -0.494
N  0.966  -0.757  -0.516  -0.229

No. 17
This record from the OMol25 dataset describes a single C5H7N3 molecule. The level of theory is ωB97M-V/def2-TZVPD.

Properties
E_tot in a.u.: -358.9105
Charge: 0
SMILES string: [H]/N=N/Cn1cccc1
Strongest force on any atom in eV/Å: 3.23
ΔE to the lowest compared entry with this formula, charge and spin in eV: 2.936

Last column: natural (NBO) charge in e.
Positions of all 15 atoms, in Å:
C  -2.227  0.287  0.457  -0.294
C  -1.853  -1.054  0.217  -0.291
C  -1.129  1.062  0.216  -0.057
C  -0.544  -1.042  -0.168  -0.055
C  1.138  0.673  -0.649  -0.073
N  3.007  -0.624  0.197  -0.351
N  2.437  0.413  0.479  -0.105
N  -0.103  0.250  -0.172  -0.367
H  -3.195  0.636  0.759  0.223
H  -2.479  -1.919  0.307  0.223
H  -1.003  2.125  0.266  0.211
H  0.111  -1.846  -0.443  0.216
H  1.191  1.749  -0.790  0.204
H  1.470  0.107  -1.517  0.197
H  3.779  -0.811  0.855  0.321

No. 18
This record from the OMol25 dataset describes 2 unconnected molecules or ions with the total composition C5H7N3. The level of theory is ωB97M-V/def2-TZVPD.

Properties
E_tot in a.u.: -358.7690
Charge: 0
Strongest force on any atom in eV/Å: 5.46
ΔE to the lowest compared entry with this formula, charge and spin in eV: 6.787

Last column: natural (NBO) charge in e.
Positions of all 15 atoms, in Å:
C  -1.946  0.642  -0.248  0.201
C  -1.329  -1.423  0.170  -0.053
C  -0.220  -0.638  0.137  -0.044
C  1.134  -1.068  -0.362  -0.226
C  2.125  -0.177  0.028  -0.458
H  0.522  1.637  0.978  0.364
H  0.670  2.068  -0.730  0.366
H  -2.678  1.539  -0.368  0.219
H  -1.624  -2.523  0.636  0.234
H  1.226  -2.190  -0.809  0.258
H  2.252  0.972  0.914  0.233
H  2.986  -0.891  -0.217  0.219
N  -0.034  1.954  0.030  -0.603
N  -0.669  0.675  -0.131  -0.213
N  -2.414  -0.577  -0.029  -0.497